[1]
{"formula": "C29H30AsIrN4S4Se", "method": "wB97M-V/def2-TZVPD", "homo_energy_ev": -6.991, "e_above_lowest_ev": 0.000, "total_charge": 0, "total_energy_ha": -7676.54059, "gap_ev": 6.4, "symbols": ["Ir", "S", "S", "S", "S", "C", "C", "C", "C", "C", "C", "N", "N", "C", "C", "C", "C", "C", "C", "H", "H", "H", "H", "H", "H", "H", "H", "H", "C", "As", "C", "C", "C", "C", "C", "C", "C", "C", "H", "H", "H", "H", "H", "H", "H", "H", "H", "H", "H", "H", "H", "C", "N", "C", "Se", "N", "C", "C", "C", "C", "C", "C", "H", "H", "H", "H", "H", "H", "H", "H"], "positions_angstrom": [[-1.320, 0.696, 0.285], [-3.507, 0.869, 1.141], [-3.190, 0.674, 3.168], [-2.416, -1.212, 3.217], [-0.698, -0.941, 2.063], [4.123, -0.792, 0.924], [4.070, 0.540, 0.537], [2.900, 1.061, 0.007], [1.786, 0.244, -0.121], [1.825, -1.084, 0.272], [3.004, -1.603, 0.787], [0.563, 0.801, -0.627], [0.730, 1.557, -1.616], [-0.445, 2.191, -2.016], [-0.396, 3.036, -3.125], [-1.543, 3.702, -3.502], [-2.711, 3.519, -2.758], [-2.747, 2.678, -1.656], [-1.605, 1.977, -1.253], [5.035, -1.194, 1.348], [4.936, 1.177, 0.660], [2.831, 2.096, -0.303], [0.941, -1.700, 0.185], [3.038, -2.639, 1.094], [0.538, 3.155, -3.660], [-1.538, 4.363, -4.359], [-3.611, 4.050, -3.046], [-3.666, 2.571, -1.093], [-3.857, -0.696, -1.936], [-2.171, -1.070, -1.080], [-1.046, -1.469, -2.602], [-2.497, -2.781, -0.200], [-2.735, -3.896, -1.168], [-4.017, -4.194, -1.622], [-4.226, -5.203, -2.552], [-3.153, -5.935, -3.040], [-1.872, -5.655, -2.586], [-1.667, -4.646, -1.658], [-4.119, -1.532, -2.584], [-3.757, 0.214, -2.526], [-4.619, -0.550, -1.173], [-1.501, -2.237, -3.225], [-0.066, -1.804, -2.264], [-0.925, -0.546, -3.171], [-3.359, -2.595, 0.445], [-1.645, -2.956, 0.455], [-4.861, -3.635, -1.235], [-5.231, -5.422, -2.890], [-3.316, -6.724, -3.762], [-1.029, -6.228, -2.952], [-0.664, -4.435, -1.302], [2.181, 4.539, 1.863], [2.067, 3.205, 2.414], [0.978, 2.401, 2.331], [-0.630, 2.834, 1.489], [1.267, 1.248, 2.938], [2.570, 1.269, 3.399], [3.337, 0.317, 4.052], [4.638, 0.670, 4.365], [5.153, 1.931, 4.039], [4.383, 2.884, 3.393], [3.081, 2.523, 3.077], [1.396, 4.673, 1.122], [3.154, 4.647, 1.385], [2.074, 5.291, 2.644], [0.602, 0.442, 2.942], [2.933, -0.657, 4.294], [5.272, -0.042, 4.875], [6.174, 2.168, 4.305], [4.781, 3.860, 3.149]], "forces_ev_per_a": [[0.263, -0.091, -0.190], [0.043, 0.147, 0.087], [-0.108, -0.050, -0.009], [0.058, 0.011, -0.050], [-0.080, -0.042, 0.159], [-0.003, -0.066, -0.008], [-0.039, 0.020, -0.078], [0.146, -0.011, -0.020], [-0.122, 0.032, -0.026], [0.071, -0.012, -0.028], [0.023, 0.047, 0.005], [0.089, -0.045, -0.075], [-0.181, 0.030, 0.025], [0.147, -0.085, 0.011], [-0.020, 0.025, -0.035], [0.031, -0.016, 0.008], [-0.040, -0.009, 0.020], [0.056, 0.029, -0.059], [-0.277, -0.028, 0.012], [0.000, -0.006, -0.005], [-0.001, -0.010, 0.004], [0.003, -0.015, -0.004], [-0.009, 0.002, -0.013], [0.014, -0.005, -0.002], [-0.003, -0.002, 0.000], [-0.004, 0.003, 0.002], [0.004, -0.001, -0.002], [-0.008, 0.015, -0.009], [-0.026, -0.027, -0.058], [0.015, 0.112, 0.099], [0.063, -0.040, 0.016], [-0.073, 0.002, 0.031], [0.008, -0.001, 0.004], [-0.009, 0.005, 0.002], [0.001, -0.003, 0.002], [0.001, -0.001, 0.002], [-0.003, -0.009, -0.001], [0.008, 0.005, -0.002], [-0.031, 0.012, 0.000], [0.009, 0.003, -0.008], [0.012, -0.002, -0.003], [0.002, 0.004, -0.006], [-0.003, -0.001, -0.014], [-0.005, 0.001, -0.004], [0.029, 0.000, 0.003], [0.020, -0.033, -0.045], [0.002, 0.003, -0.001], [-0.001, 0.000, 0.000], [0.000, -0.001, -0.001], [0.000, -0.001, 0.000], [-0.004, 0.000, -0.001], [0.015, -0.002, -0.012], [-0.037, -0.034, 0.032], [-0.047, 0.077, -0.080], [0.028, 0.028, 0.163], [-0.052, -0.166, 0.153], [-0.011, 0.023, 0.050], [-0.025, 0.025, 0.022], [0.011, 0.004, 0.004], [-0.003, 0.002, -0.009], [-0.004, -0.017, 0.008], [-0.020, 0.048, 0.024], [-0.006, -0.001, 0.006], [0.004, -0.006, 0.004], [-0.001, 0.001, -0.001], [0.071, 0.124, -0.100], [0.008, 0.000, -0.001], [0.002, 0.002, -0.001], [0.000, -0.003, 0.002], [-0.001, 0.002, 0.000]]}

[2]
{"formula": "C29H30AuN5O", "method": "wB97M-V/def2-TZVPD", "homo_energy_ev": [-8.130, -11.148], "e_above_lowest_ev": 0.089, "total_charge": 1, "total_energy_ha": -1607.44695, "spin_multiplicity": 4, "gap_ev": [5.1, 6.5], "symbols": ["Au", "N", "C", "C", "C", "C", "C", "C", "C", "C", "N", "C", "H", "H", "H", "H", "H", "H", "H", "H", "C", "C", "C", "C", "C", "C", "C", "C", "C", "C", "N", "C", "C", "C", "C", "C", "N", "H", "H", "H", "H", "H", "H", "H", "H", "H", "H", "H", "H", "H", "H", "H", "H", "H", "O", "N", "C", "C", "C", "C", "C", "H", "H", "H", "H", "H"], "positions_angstrom": [[-0.228, 0.285, 0.423], [-0.953, 0.048, 2.458], [-1.613, -1.221, 2.703], [-1.972, -1.611, 3.964], [-2.616, -2.843, 4.174], [-2.887, -3.669, 3.121], [-2.507, -3.305, 1.812], [-2.721, -4.136, 0.690], [-2.278, -3.736, -0.535], [-1.611, -2.505, -0.655], [-1.422, -1.698, 0.362], [-1.855, -2.067, 1.599], [-0.143, 0.163, 3.063], [-1.591, 0.818, 2.633], [-1.766, -0.965, 4.809], [-2.893, -3.127, 5.180], [-3.386, -4.618, 3.276], [-3.225, -5.085, 0.822], [-2.415, -4.348, -1.415], [-1.217, -2.185, -1.610], [-2.376, 0.334, -2.872], [-1.186, 0.228, -3.831], [-0.178, -0.819, -3.424], [-0.121, -2.023, -4.118], [0.732, -3.043, -3.728], [1.567, -2.867, -2.637], [1.549, -1.685, -1.906], [2.510, -1.497, -0.756], [2.208, -2.378, 0.457], [0.655, -0.674, -2.298], [0.529, 0.475, -1.485], [0.772, 1.727, -1.946], [0.297, 2.786, -1.146], [0.325, 4.233, -1.379], [-0.267, 4.804, -0.290], [-0.646, 3.742, 0.578], [-0.305, 2.528, 0.044], [-3.110, 1.043, -3.257], [-2.070, 0.673, -1.881], [-2.879, -0.629, -2.765], [-0.706, 1.204, -3.910], [-1.547, -0.017, -4.830], [-0.763, -2.159, -4.982], [0.756, -3.969, -4.289], [2.259, -3.651, -2.351], [2.546, -0.452, -0.452], [3.508, -1.756, -1.119], [1.205, -2.197, 0.851], [2.924, -2.177, 1.255], [2.272, -3.436, 0.197], [1.297, 1.874, -2.879], [0.726, 4.714, -2.256], [-0.438, 5.852, -0.105], [-1.152, 3.817, 1.529], [1.949, 0.846, 1.832], [2.162, 2.119, 1.969], [1.839, 2.754, 3.118], [2.033, 4.110, 3.263], [2.573, 4.846, 2.221], [2.915, 4.178, 1.055], [2.704, 2.822, 0.950], [1.452, 2.108, 3.890], [1.766, 4.578, 4.200], [2.733, 5.910, 2.318], [3.344, 4.702, 0.213], [2.937, 2.227, 0.079]], "forces_ev_per_a": [[-0.465, 0.357, -0.292], [-0.121, 0.017, 0.120], [0.072, 0.059, 0.152], [-0.003, 0.107, -0.098], [-0.066, -0.124, 0.035], [-0.036, -0.026, 0.111], [0.118, 0.248, 0.013], [0.001, -0.001, -0.062], [-0.071, -0.150, -0.059], [0.035, 0.124, 0.071], [0.260, -0.017, 0.034], [-0.092, -0.323, -0.031], [0.097, 0.010, -0.099], [0.007, -0.019, 0.083], [0.007, 0.013, -0.022], [-0.006, -0.011, -0.017], [0.010, 0.020, 0.005], [0.003, 0.000, -0.007], [0.013, 0.009, 0.014], [-0.006, 0.009, -0.047], [-0.023, -0.013, -0.076], [-0.007, 0.076, 0.014], [-0.006, -0.122, 0.067], [-0.039, 0.083, -0.063], [0.054, -0.080, 0.038], [-0.033, -0.006, -0.009], [-0.059, 0.156, -0.018], [0.059, -0.118, -0.047], [-0.048, -0.023, 0.007], [0.053, 0.114, 0.002], [0.016, -0.429, 0.050], [0.100, 0.322, -0.022], [0.014, -0.073, -0.117], [0.008, -0.009, -0.007], [-0.006, -0.080, 0.040], [-0.075, 0.028, 0.075], [0.235, -0.117, -0.019], [0.024, 0.016, 0.020], [0.006, -0.013, -0.018], [0.005, -0.021, 0.002], [-0.026, -0.001, -0.013], [-0.009, -0.037, 0.008], [0.007, 0.009, 0.018], [0.018, 0.006, 0.009], [-0.006, 0.003, -0.017], [-0.027, 0.015, 0.021], [0.016, 0.059, 0.000], [0.034, 0.032, -0.009], [-0.013, -0.014, 0.009], [-0.009, -0.002, 0.011], [-0.066, 0.013, -0.007], [-0.013, -0.006, 0.020], [-0.002, -0.022, -0.002], [0.018, 0.005, -0.018], [-0.086, -0.085, 0.233], [0.119, 0.208, -0.041], [0.022, -0.082, -0.034], [0.006, 0.001, 0.010], [0.013, -0.006, -0.029], [0.008, 0.049, 0.032], [-0.013, -0.128, -0.031], [-0.012, 0.008, 0.012], [-0.004, -0.022, -0.004], [0.000, -0.008, -0.004], [0.001, -0.013, -0.001], [-0.012, 0.026, 0.006]]}

[3]
{"formula": "C29H30BF3N2", "method": "wB97M-V/def2-TZVPD", "homo_energy_ev": -6.938, "e_above_lowest_ev": 0.000, "total_charge": 0, "total_energy_ha": -1557.14914, "gap_ev": 4.4, "symbols": ["C", "N", "C", "C", "C", "C", "C", "C", "C", "B", "F", "F", "F", "C", "H", "H", "H", "H", "H", "H", "H", "H", "C", "C", "C", "C", "C", "N", "C", "C", "C", "C", "C", "C", "C", "C", "C", "C", "C", "C", "C", "C", "C", "H", "H", "H", "H", "H", "H", "H", "H", "H", "H", "H", "H", "H", "H", "H", "H", "H", "H", "H", "H", "H", "H"], "positions_angstrom": [[1.316, -0.695, 4.867], [0.635, -0.953, 3.606], [1.193, -0.812, 2.353], [0.260, -1.191, 1.383], [-0.901, -1.664, 2.089], [-0.655, -1.460, 3.484], [-1.605, -1.753, 4.459], [-2.855, -2.251, 4.033], [-3.111, -2.456, 2.674], [-4.647, -3.002, 2.192], [-4.620, -3.103, 0.796], [-4.781, -4.224, 2.836], [-5.492, -1.999, 2.656], [-2.140, -2.206, 1.706], [0.611, -0.855, 5.689], [2.176, -1.371, 4.999], [1.687, 0.340, 4.903], [2.209, -0.448, 2.227], [0.440, -1.348, 0.330], [-1.388, -1.585, 5.514], [-3.604, -2.468, 4.787], [-2.296, -2.397, 0.649], [0.645, 4.055, -0.226], [1.765, 3.190, 0.351], [3.012, 4.045, 0.593], [1.328, 2.579, 1.677], [2.082, 2.088, -0.650], [3.287, 2.015, -1.250], [3.332, 0.970, -2.170], [2.080, 0.334, -2.149], [1.907, -0.817, -2.917], [2.960, -1.259, -3.732], [4.195, -0.590, -3.751], [4.401, 0.541, -2.947], [1.245, 1.054, -1.176], [-0.053, 0.709, -0.778], [-1.057, 0.164, -1.650], [-1.001, 0.122, -3.076], [-1.943, -0.599, -3.804], [-2.979, -1.289, -3.161], [-3.929, -2.136, -3.948], [-3.115, -1.159, -1.773], [-2.218, -0.393, -1.050], [-0.249, 3.459, -0.449], [0.369, 4.842, 0.488], [0.978, 4.536, -1.155], [3.838, 3.446, 0.996], [3.338, 4.562, -0.316], [2.777, 4.814, 1.338], [2.088, 1.878, 2.048], [1.198, 3.375, 2.426], [0.379, 2.043, 1.595], [4.083, 2.620, -1.066], [0.960, -1.347, -2.879], [2.815, -2.138, -4.360], [4.997, -0.958, -4.389], [5.349, 1.081, -2.915], [-0.400, 1.065, 0.186], [-0.202, 0.647, -3.601], [-1.867, -0.657, -4.892], [-4.662, -2.598, -3.282], [-4.468, -1.541, -4.696], [-3.403, -2.933, -4.488], [-3.926, -1.679, -1.258], [-2.368, -0.245, 0.021]], "forces_ev_per_a": [[0.121, 0.023, -0.222], [0.385, 0.151, -0.103], [-0.930, -0.205, -0.427], [0.731, -0.455, 0.965], [-0.119, 0.311, 0.912], [0.053, -0.081, -0.977], [-0.798, -0.285, -0.048], [1.801, 0.752, 0.326], [-0.872, -0.560, -1.352], [3.003, 0.932, 1.063], [-0.680, -0.186, -0.589], [-1.016, -0.561, -0.119], [-1.168, -0.085, -0.155], [0.474, 0.378, 0.733], [0.241, 0.088, -0.233], [-0.307, 0.141, -0.021], [-0.162, -0.245, 0.046], [-0.238, -0.147, 0.127], [0.221, 0.028, 0.072], [-0.117, -0.091, -0.149], [-0.068, -0.019, -0.176], [-0.338, -0.185, 0.172], [-0.198, 0.274, -0.226], [0.265, -0.239, -0.229], [-0.030, 0.207, 0.117], [-0.006, -0.157, 0.396], [0.035, -0.216, 0.320], [-0.260, 0.173, 0.071], [-0.155, -0.533, -0.111], [0.259, 0.194, -0.192], [0.367, -0.219, -0.321], [-0.279, 0.220, 0.381], [-0.074, 0.454, 0.321], [-0.103, -0.329, -0.259], [0.486, -0.351, 0.024], [-0.324, 1.518, -1.042], [-0.644, -0.535, -0.111], [0.119, -0.331, 0.027], [0.556, 0.494, 0.181], [0.103, 0.021, 0.388], [-0.253, -0.159, 0.013], [-0.177, 0.020, -0.134], [0.350, 0.126, 0.267], [0.185, 0.168, 0.077], [0.081, -0.194, -0.143], [-0.147, -0.058, 0.142], [-0.087, 0.098, -0.045], [-0.003, -0.050, 0.099], [0.058, -0.139, -0.162], [-0.244, 0.168, -0.024], [0.022, -0.191, -0.236], [0.222, 0.052, 0.154], [-0.519, -0.092, 0.002], [0.277, -0.033, -0.142], [0.062, 0.227, 0.225], [-0.202, 0.129, 0.186], [-0.167, -0.258, -0.108], [-0.026, -0.222, -0.090], [-0.205, -0.194, 0.157], [0.014, 0.141, 0.330], [0.087, 0.038, -0.162], [0.116, -0.049, 0.130], [-0.025, 0.160, 0.112], [0.182, 0.222, -0.016], [0.065, -0.254, -0.216]]}